(1)
C8H24ClFeI2OP2S as an isolated structure at a distorted geometry. Source: OMol25; level of theory: ωB97M-V/def2-TZVPD.

The LUMO energy (spin up / spin down) is -10.36 / -10.05 eV. The spin multiplicity is 6. Its orbital gap (spin up / spin down) is 4.3 / 4.3 eV. Its total energy is -103240.3765 eV. As for the charge: +2. Its expectation value of S² is 8.854.

Cartesian coordinates (Å):
I 0.60 -0.35 1.31
I -1.56 0.31 -0.68
Fe 1.09 0.03 -1.40
P 1.20 2.26 -0.72
C 0.30 3.17 0.54
C 2.93 2.52 -0.30
H 3.12 3.59 -0.40
H 1.30 4.17 -2.11
H 3.56 1.95 -0.99
H 1.35 2.68 -3.09
H 0.49 2.76 1.54
H 3.09 2.19 0.73
C 0.88 3.17 -2.24
H 0.66 4.21 0.52
H -0.20 3.25 -2.40
H -0.78 3.17 0.36
P 0.51 -2.27 -1.43
C -0.68 -3.21 -0.45
C -0.01 -2.57 -3.13
H 2.86 -2.61 -1.71
H 1.94 -4.16 -1.64
H 2.27 -3.22 -0.13
C 2.07 -3.16 -1.21
H 0.64 -2.02 -3.82
H 0.05 -3.65 -3.32
H -0.72 -4.24 -0.85
H -1.69 -2.76 -0.51
H -1.04 -2.22 -3.26
H -0.37 -3.23 0.60
Cl 2.60 0.01 -2.98
C -3.20 1.14 2.67
S -2.59 -0.55 2.51
C -1.86 -0.78 4.15
O -3.73 -1.48 2.39
H -2.45 1.75 3.19
H -4.14 1.13 3.24
H -3.34 1.53 1.65
H -2.64 -1.20 4.79
H -1.02 -1.47 4.02
H -1.49 0.17 4.53

Results of the natural (NBO) charge analysis, in e, for atoms 1 through 4: atom 1 (I): 0.071, atom 2 (I): 0.055, atom 3 (Fe): 0.857, atom 4 (P): 1.052

(2)
A 9-piece molecular cluster, C6H29NO9 overall at a distorted geometry. Source: OMol25; level of theory: ωB97M-V/def2-TZVPD.

The LUMO energy is 0.37 eV. Its orbital gap is 10.5 eV. Its total energy is -26607.2643 eV. As for the charge: 0. As for the SMILES: CCCCCNC=O.O.O.O.O.O.O.O.O.

Cartesian coordinates (Å):
C 0.15 2.66 1.25
N -0.85 1.52 1.13
C -1.11 0.69 2.23
O -1.79 -0.29 1.97
C 1.59 2.00 1.23
C 1.90 1.14 -0.12
C 1.40 1.68 -1.42
C 2.10 2.80 -2.20
H 0.11 3.24 2.22
H -0.05 3.46 0.36
H -1.03 1.30 0.20
H -0.84 0.94 3.31
H 1.87 1.16 2.05
H 2.16 2.87 1.47
H 2.91 0.89 0.16
H 1.49 0.10 0.16
H 1.49 0.93 -2.18
H 0.29 1.91 -1.33
H 3.17 2.63 -2.29
H 1.67 2.74 -3.22
H 2.02 3.79 -1.70
H 1.32 -3.59 2.02
H -0.15 -3.31 1.92
O 0.79 -3.00 1.61
H -2.03 -1.85 2.17
H -2.77 -2.89 2.88
O -1.86 -2.70 2.54
H -1.19 -0.15 -2.94
H -0.67 1.00 -2.01
O -0.64 0.70 -2.97
H 0.51 -2.57 -2.85
H -0.91 -2.78 -3.16
O -0.28 -2.14 -2.99
H 1.13 -3.06 -0.28
H 1.61 -1.61 -0.37
O 1.53 -2.33 -0.93
H -1.43 -1.74 0.39
H -1.04 -1.80 -1.17
O -1.75 -1.60 -0.53
H 2.72 -0.76 2.94
H 1.30 -0.88 3.27
O 2.08 -0.96 3.66
H -1.97 2.22 -3.33
H -3.35 2.30 -2.74
O -2.90 2.19 -3.56

Results of the natural (NBO) charge analysis, in e, for atoms 1 through 4: atom 1 (C): -0.247, atom 2 (N): -0.623, atom 3 (C): 0.537, atom 4 (O): -0.667

(3)
A 4-piece molecular cluster, C37H72N3O14PS overall at a distorted geometry. Source: OMol25; level of theory: ωB97M-V/def2-TZVPD.

The LUMO energy is -0.52 eV. Its orbital gap is 8.2 eV. Its total energy is -92790.4267 eV. As for the charge: 0. As for the SMILES: CCSCc1c(CCCOC)c2c(c(P(N)O)c1COC)C(=O)N(CNC)C2=O.COCCOCCOC.COCCOCCOC.COCCOCCOC.

Cartesian coordinates (Å):
C 5.49 6.21 -3.08
C 6.36 6.14 -4.36
S 5.54 6.50 -5.92
C 4.16 5.30 -6.13
C 4.07 4.20 -5.11
C 2.98 4.14 -4.21
C 1.80 5.10 -4.24
C 1.74 6.13 -3.12
C 0.52 7.06 -3.29
O -0.51 6.80 -2.38
C -0.34 7.40 -1.11
C 2.97 3.10 -3.28
C 3.99 2.17 -3.20
C 5.06 2.17 -4.09
P 6.29 0.79 -3.88
N 7.72 1.64 -3.45
O 6.62 0.37 -5.45
C 5.07 3.19 -5.08
C 6.14 3.21 -6.14
O 5.67 2.98 -7.47
C 4.63 2.04 -7.60
C 3.65 1.23 -2.06
O 4.34 0.48 -1.46
N 2.29 1.47 -1.76
C 1.35 0.36 -1.87
N 1.17 -0.14 -3.22
C 2.03 -1.28 -3.59
C 1.93 2.74 -2.25
O 0.99 3.36 -1.86
H 5.99 6.83 -2.35
H 5.40 5.22 -2.64
H 4.52 6.62 -3.33
H 7.12 6.90 -4.29
H 6.89 5.19 -4.37
H 4.33 4.84 -7.10
H 3.25 5.87 -6.21
H 0.91 4.49 -4.14
H 1.70 5.60 -5.20
H 1.66 5.65 -2.15
H 2.62 6.76 -3.09
H 0.84 8.10 -3.25
H 0.09 6.91 -4.29
H 0.50 8.09 -1.10
H -1.24 7.95 -0.84
H -0.16 6.62 -0.37
H 7.99 2.36 -4.11
H 7.58 2.05 -2.53
H 7.56 0.19 -5.50
H 6.89 2.45 -5.95
H 6.65 4.17 -6.18
H 3.65 2.47 -7.34
H 4.59 1.77 -8.65
H 4.80 1.14 -7.02
H 0.40 0.66 -1.46
H 1.71 -0.46 -1.26
H 1.30 0.60 -3.90
H 2.47 -1.11 -4.57
H 2.86 -1.41 -2.90
H 1.45 -2.20 -3.63
C 6.08 -3.74 0.72
O 4.68 -3.85 0.81
C 4.02 -2.95 -0.08
C 2.59 -3.37 -0.29
O 2.42 -4.42 -1.23
C 2.76 -5.73 -0.81
C 1.75 -6.35 0.12
O 1.93 -5.87 1.44
C 0.79 -6.06 2.25
H 6.42 -2.73 0.97
H 6.51 -4.44 1.43
H 6.43 -4.01 -0.29
H 4.54 -2.93 -1.04
H 4.05 -1.95 0.36
H 2.06 -2.52 -0.72
H 2.11 -3.62 0.67
H 3.76 -5.76 -0.37
H 2.78 -6.32 -1.72
H 1.87 -7.44 0.12
H 0.74 -6.11 -0.23
H -0.06 -5.50 1.85
H 1.02 -5.69 3.24
H 0.53 -7.13 2.32
C 0.13 -2.75 3.32
O -0.65 -3.03 4.46
C -0.10 -2.46 5.63
C -1.14 -2.40 6.73
O -2.04 -1.30 6.62
C -3.05 -1.40 5.63
C -4.18 -2.33 6.01
O -3.82 -3.68 5.76
C -4.65 -4.58 6.46
H 1.14 -3.14 3.43
H -0.35 -3.23 2.46
H 0.17 -1.67 3.13
H 0.26 -1.44 5.43
H 0.74 -3.08 5.96
H -0.61 -2.24 7.67
H -1.68 -3.35 6.81
H -2.63 -1.67 4.66
H -3.46 -0.39 5.55
H -5.07 -2.09 5.39
H -4.44 -2.19 7.06
H -4.54 -4.44 7.54
H -4.32 -5.59 6.20
H -5.70 -4.46 6.18
C -11.94 -3.01 6.12
O -11.24 -2.66 4.96
C -11.99 -1.80 4.12
C -11.08 -1.10 3.12
O -10.40 0.02 3.66
C -9.29 -0.24 4.51
C -8.05 -0.70 3.77
O -8.13 -2.08 3.46
C -7.24 -2.44 2.43
H -12.88 -3.53 5.88
H -11.31 -3.68 6.70
H -12.17 -2.13 6.73
H -12.51 -1.05 4.72
H -12.73 -2.40 3.57
H -11.72 -0.69 2.33
H -10.39 -1.81 2.66
H -9.56 -0.95 5.29
H -9.07 0.71 4.98
H -7.18 -0.54 4.42
H -7.93 -0.10 2.86
H -7.48 -1.90 1.50
H -7.34 -3.51 2.26
H -6.20 -2.22 2.71

Results of the Mulliken charge analysis, in e, for atoms 1 through 4: atom 1 (C): -0.491, atom 2 (C): -0.307, atom 3 (S): -0.242, atom 4 (C): -1.318